(i)
ORCA calculation (the ωB97M-V functional and the def2-TZVPD basis) on the molecule C3H5NS.

Results
Kohn-Sham gap	9.1	eV

```
10
C3H5NS the ωB97M-V functional and the def2-TZVPD basis
C 0.10 1.46 1.17
C -0.34 0.61 0.22
N 0.37 -0.53 -0.15
C -0.01 -1.30 -1.17
S 0.53 -2.80 -1.61
H -0.58 2.26 1.42
H 1.03 1.27 1.72
H -1.24 0.87 -0.24
H 1.04 -0.99 0.41
H -0.90 -0.84 -1.77
```

Löwdin atomic charge list, values in e, 5 entries: atom 1 (C): 0.02, atom 2 (C): -0.20, atom 3 (N): -0.05, atom 4 (C): -0.75, atom 5 (S): 0.56

(ii)
ORCA calculation (the ωB97M-V functional and the def2-TZVPD basis) on the molecule C3H5NS.

Results
Kohn-Sham gap	8.8	eV

```
10
C3H5NS the ωB97M-V functional and the def2-TZVPD basis
C 2.66 0.71 0.15
C 1.27 0.68 0.00
C 0.61 -0.66 -0.34
N -0.62 -0.97 -0.45
S -1.82 0.08 0.21
H 3.22 1.59 0.11
H 3.22 -0.09 0.41
H 0.85 1.58 -0.22
H 1.27 -1.46 -0.67
H -2.37 -0.49 1.23
```

Löwdin atomic charge list, values in e, 5 entries: atom 1 (C): 0.06, atom 2 (C): -0.11, atom 3 (C): -0.28, atom 4 (N): -0.37, atom 5 (S): 0.70

The most stable arrangement is (i), and the next structure is 0.0617 hartree less stable.

(i)
ORCA calculation (the ωB97M-V functional and the def2-TZVPD basis) on the molecule C3H5NS.

Results
Kohn-Sham gap	8.3	eV

```
10
C3H5NS the ωB97M-V functional and the def2-TZVPD basis
S -2.50 -0.30 0.02
C -1.27 0.93 -0.11
N 0.01 0.59 -0.51
C 0.39 -0.82 -0.26
C 1.21 0.09 0.38
H -1.63 2.08 0.10
H 0.87 -1.57 -1.10
H -0.25 -1.39 0.39
H 1.89 0.36 -0.40
H 1.28 0.03 1.48
```

Löwdin atomic charge list, values in e, 5 entries: atom 1 (S): 0.53, atom 2 (C): -0.60, atom 3 (N): -0.11, atom 4 (C): -0.29, atom 5 (C): -0.08

(ii)
ORCA calculation (the ωB97M-V functional and the def2-TZVPD basis) on a cluster of 2 separate species, C3H5NS in total.

Results
Kohn-Sham gap (alpha / beta)	6.1 / 7.4	eV

```
10
C3H5NS the ωB97M-V functional and the def2-TZVPD basis
C 0.24 1.36 0.18
C 2.05 -0.82 -0.07
C -1.73 -0.06 -0.14
N -0.92 1.07 0.14
S 3.57 -0.35 -0.06
H 1.16 1.84 0.13
H 1.72 -1.70 0.43
H -1.31 -1.05 -0.31
H -2.52 0.08 -0.97
H -2.25 -0.38 0.68
```

Löwdin atomic charge list, values in e, 5 entries: atom 1 (C): 0.09, atom 2 (C): -0.64, atom 3 (C): -0.13, atom 4 (N): -0.04, atom 5 (S): 0.51

The most stable arrangement is (i), and the next structure is 0.0881 hartree less stable.

(i)
ORCA calculation (the ωB97M-V functional and the def2-TZVPD basis) on a structure of composition C3H5NS.

Results
Kohn-Sham gap	8.4	eV

```
10
C3H5NS the ωB97M-V functional and the def2-TZVPD basis
C -0.33 0.98 -0.40
C 1.10 1.42 -1.01
C -0.53 -1.28 0.84
N 0.14 -0.21 0.20
S 1.78 0.04 -0.14
H -1.21 1.56 -0.45
H 1.39 2.10 -1.74
H -0.21 -2.29 0.39
H -0.57 -1.25 1.98
H -1.56 -1.08 0.34
```

Löwdin atomic charge list, values in e, 5 entries: atom 1 (C): -0.16, atom 2 (C): -0.34, atom 3 (C): -0.14, atom 4 (N): -0.59, atom 5 (S): 0.86

(ii)
ORCA calculation (the ωB97M-V functional and the def2-TZVPD basis) on the molecule C3H5NS.

Results
Kohn-Sham gap	9.2	eV

```
10
C3H5NS the ωB97M-V functional and the def2-TZVPD basis
S 1.28 0.25 -2.98
C 0.60 0.26 -1.52
C 1.01 -0.35 -0.19
C -0.54 0.06 0.38
N -0.62 0.62 -1.03
H 1.05 -1.44 -0.34
H 1.87 -0.06 0.25
H -1.41 -0.73 0.59
H -0.48 0.89 1.15
H -1.54 1.08 -1.41
```

Löwdin atomic charge list, values in e, 5 entries: atom 1 (S): 0.62, atom 2 (C): -0.95, atom 3 (C): -0.10, atom 4 (C): -0.09, atom 5 (N): -0.05

The most stable arrangement is (ii), and the next structure is 0.0839 hartree less stable.

(i)
ORCA calculation (the ωB97M-V functional and the def2-TZVPD basis) on the molecule C4H9N3O.

Results
Kohn-Sham gap	10.1	eV

```
17
C4H9N3O the ωB97M-V functional and the def2-TZVPD basis
H -3.05 -1.44 -0.18
N -2.09 -1.52 -0.51
C -1.24 -0.86 0.15
N -1.48 -0.15 1.30
C 0.21 -0.95 -0.25
C 0.92 0.37 -0.31
C 2.35 0.39 0.13
N 0.45 1.48 -0.72
O -0.89 1.49 -1.13
H -0.81 0.55 1.57
H -2.44 0.09 1.49
H 0.24 -1.41 -1.24
H 0.72 -1.61 0.45
H 2.78 1.38 -0.01
H 2.42 0.12 1.18
H 2.92 -0.34 -0.44
H -1.01 2.38 -1.48
```

Löwdin atomic charge list, values in e, 5 entries: atom 1 (H): 0.04, atom 2 (N): 0.12, atom 3 (C): -0.55, atom 4 (N): 0.13, atom 5 (C): -0.08

(ii)
ORCA calculation (the ωB97M-V functional and the def2-TZVPD basis) on a structure of composition C4H9N3O.

Results
Kohn-Sham gap (alpha / beta)	8.5 / 7.8	eV

```
17
C4H9N3O the ωB97M-V functional and the def2-TZVPD basis
C -0.08 -1.52 -0.17
C -0.31 -0.06 0.16
N 2.36 0.07 1.25
C -1.25 0.32 1.07
O 1.35 0.63 0.56
H 2.43 -0.93 1.09
H 2.34 0.34 2.23
H -0.13 -2.14 0.72
H -0.84 -1.87 -0.87
H 0.89 -1.65 -0.65
H -1.39 1.36 1.31
H -1.83 -0.41 1.62
N -1.22 0.99 -1.91
C -0.09 0.86 -1.14
N 1.05 1.35 -1.30
H -1.20 1.74 -2.59
H -2.08 0.92 -1.37
```

Löwdin atomic charge list, values in e, 5 entries: atom 1 (C): -0.05, atom 2 (C): -0.41, atom 3 (N): 0.05, atom 4 (C): 0.03, atom 5 (O): -0.24

The most stable arrangement is (i), and the next structure is 0.1753 hartree less stable.

(i)
ORCA calculation (the ωB97M-V functional and the def2-TZVPD basis) on the molecule C4H9N3O.

Results
Kohn-Sham gap	9.2	eV

```
17
C4H9N3O the ωB97M-V functional and the def2-TZVPD basis
H 1.87 1.76 0.38
N 2.23 0.81 0.30
C 1.15 0.16 0.00
N 1.24 -1.18 -0.29
N 0.17 -2.07 -0.12
C -0.20 0.82 0.09
C -0.32 2.10 -0.44
C -1.42 0.09 0.70
O -2.25 -0.43 -0.27
H 2.12 -1.71 -0.67
H 0.16 -2.38 0.81
H -0.74 -1.81 -0.51
H -1.16 2.78 -0.27
H 0.55 2.53 -0.81
H -0.89 -0.86 1.25
H -1.81 0.90 1.41
H -2.74 0.26 -0.87
```

Löwdin atomic charge list, values in e, 5 entries: atom 1 (H): 0.02, atom 2 (N): 0.11, atom 3 (C): -0.44, atom 4 (N): -0.06, atom 5 (N): -0.02

(ii)
ORCA calculation (the ωB97M-V functional and the def2-TZVPD basis) on a cluster of 2 separate species, C4H9N3O in total.

Results
Kohn-Sham gap (alpha / beta)	8.1 / 8.1	eV

```
17
C4H9N3O the ωB97M-V functional and the def2-TZVPD basis
C -0.77 -1.87 0.52
C 1.56 -1.47 -0.42
C 0.96 1.22 0.84
C 0.50 -0.56 -0.79
N -1.89 -2.03 0.04
N -0.85 1.39 -0.67
N 0.37 0.74 -0.38
O 2.37 -1.35 0.48
H -0.27 -2.17 1.43
H 1.52 -2.40 -1.03
H 0.28 1.10 1.69
H 1.88 0.67 1.04
H 1.18 2.28 0.72
H -0.04 -0.79 -1.69
H -2.60 -2.59 0.53
H -1.64 0.83 -0.34
H -0.95 1.50 -1.68
```

Löwdin atomic charge list, values in e, 5 entries: atom 1 (C): -0.08, atom 2 (C): -0.34, atom 3 (C): -0.06, atom 4 (C): -0.13, atom 5 (N): 0.05

(iii)
ORCA calculation (the ωB97M-V functional and the def2-TZVPD basis) on the molecule C4H9N3O.

Results
Kohn-Sham gap	8.6	eV

```
17
C4H9N3O the ωB97M-V functional and the def2-TZVPD basis
C 2.01 -0.13 0.38
C 1.04 -1.14 -0.15
O 1.51 -2.39 -0.06
N 0.07 -0.94 -1.06
C -0.77 -0.07 -0.47
C -1.54 0.92 -1.29
N -0.74 -0.18 0.85
N -1.29 0.82 1.61
H 3.01 -0.35 -0.01
H 2.05 -0.20 1.46
H 1.73 0.88 0.09
H 0.96 -2.96 -0.61
H -2.59 0.94 -0.97
H -1.12 1.92 -1.18
H -1.50 0.64 -2.34
H -1.04 1.78 1.36
H -1.80 0.45 2.41
```

Löwdin atomic charge list, values in e, 5 entries: atom 1 (C): -0.01, atom 2 (C): -0.42, atom 3 (O): 0.09, atom 4 (N): 0.11, atom 5 (C): -0.46

(iv)
ORCA calculation (the ωB97M-V functional and the def2-TZVPD basis) on a cluster of 3 separate species, C4H9N3O in total.

Results
Kohn-Sham gap	8.3	eV

```
17
C4H9N3O the ωB97M-V functional and the def2-TZVPD basis
C 0.21 2.72 -1.24
C -0.89 0.82 -0.55
C 1.56 -1.51 0.77
C -0.83 -1.70 0.69
H 0.65 2.49 -0.16
H 0.07 3.97 -1.21
H 0.90 2.42 -2.01
H -1.98 0.41 -0.23
H 1.09 -3.01 0.35
H 2.51 -0.96 0.02
H 1.99 -1.39 2.27
H -0.29 -2.36 1.40
H -2.70 -1.75 1.16
N 0.33 0.16 -0.64
N 0.30 -1.04 0.04
N -2.01 -1.27 0.56
O -0.90 1.98 -1.22
```

Löwdin atomic charge list, values in e, 5 entries: atom 1 (C): -0.18, atom 2 (C): -0.15, atom 3 (C): -0.15, atom 4 (C): -0.27, atom 5 (H): 0.11

The most stable arrangement is (iii), and the next structure is 0.0537 hartree less stable.

(i)
ORCA calculation (the ωB97M-V functional and the def2-TZVPD basis) on the molecule C4H9N3O.

Results
Kohn-Sham gap	8.9	eV

```
17
C4H9N3O the ωB97M-V functional and the def2-TZVPD basis
N 3.21 -0.90 -0.10
N 2.37 0.06 -0.43
C 1.22 0.10 0.15
C 0.18 1.16 -0.24
C -1.09 0.80 0.42
C -1.55 -0.52 0.09
N -2.76 -0.55 -0.58
O -0.96 -1.58 0.13
H 4.12 -0.88 -0.59
H 3.25 -1.14 0.95
H 0.85 -0.78 0.69
H 0.38 2.24 -0.28
H 0.06 1.06 -1.33
H -0.66 0.74 1.53
H -1.86 1.65 0.37
H -3.50 0.02 -0.15
H -3.24 -1.50 -0.63
```

Löwdin atomic charge list, values in e, 5 entries: atom 1 (N): -0.05, atom 2 (N): -0.09, atom 3 (C): -0.16, atom 4 (C): -0.20, atom 5 (C): -0.18

(ii)
ORCA calculation (the ωB97M-V functional and the def2-TZVPD basis) on the molecule C4H9N3O.

Results
Kohn-Sham gap	8.8	eV

```
17
C4H9N3O the ωB97M-V functional and the def2-TZVPD basis
H -1.59 2.53 -0.74
N -1.92 1.94 -1.50
C -1.42 0.81 -1.58
N -0.54 -0.26 -0.51
N -0.34 -1.50 -1.09
C 0.39 0.38 0.18
C 0.95 1.58 0.20
C 0.98 -0.79 1.52
O 0.24 -1.96 1.71
H -1.61 0.16 -2.45
H -0.77 -2.22 -0.51
H 0.64 -1.74 -1.23
H 1.70 1.82 0.93
H 0.86 2.25 -0.64
H 1.04 -0.19 2.43
H 1.97 -1.08 1.18
H -0.61 -1.73 2.11
```

Löwdin atomic charge list, values in e, 5 entries: atom 1 (H): 0.05, atom 2 (N): 0.10, atom 3 (C): -0.12, atom 4 (N): -0.15, atom 5 (N): 0.04

(iii)
ORCA calculation (the ωB97M-V functional and the def2-TZVPD basis) on a structure of composition C4H9N3O.

Results
Kohn-Sham gap (alpha / beta)	7.0 / 7.5	eV

```
17
C4H9N3O the ωB97M-V functional and the def2-TZVPD basis
C -0.19 0.40 -1.84
C 0.69 1.68 0.09
C -0.25 1.47 -0.91
O 1.80 0.92 0.23
H 1.53 -0.03 0.23
H 0.79 2.66 0.55
H -1.13 2.09 -0.86
H 0.79 0.22 -2.27
H -0.98 0.37 -2.59
H -0.16 -0.72 -1.10
C -0.63 -2.35 0.37
N -0.42 0.95 1.89
N 0.19 -1.50 -0.02
N 0.16 -0.03 2.13
H -0.13 -0.65 2.93
H -0.57 -2.78 1.39
H -1.49 -2.70 -0.22
```

Löwdin atomic charge list, values in e, 5 entries: atom 1 (C): -0.10, atom 2 (C): -0.29, atom 3 (C): -0.15, atom 4 (O): -0.03, atom 5 (H): 0.05

(iv)
ORCA calculation (the ωB97M-V functional and the def2-TZVPD basis) on the molecule C4H9N3O.

Results
Kohn-Sham gap	10.3	eV

```
17
C4H9N3O the ωB97M-V functional and the def2-TZVPD basis
H -2.45 -1.36 -0.48
N -2.32 -0.86 0.41
C -1.57 0.16 0.16
C -1.22 1.11 1.28
N -1.00 0.37 -1.08
N 0.13 -0.51 -1.23
C 1.32 0.08 -0.82
C 2.25 -0.87 -0.11
O 1.52 1.29 -0.90
H -1.56 2.12 1.04
H -1.68 0.78 2.22
H -0.14 1.12 1.42
H -0.65 1.33 -1.20
H -0.06 -1.47 -0.94
H 2.35 -1.80 -0.67
H 1.83 -1.08 0.88
H 3.23 -0.40 0.01
```

Löwdin atomic charge list, values in e, 5 entries: atom 1 (H): 0.05, atom 2 (N): 0.13, atom 3 (C): -0.50, atom 4 (C): -0.03, atom 5 (N): 0.01

The most stable arrangement is (iv), and the next structure is 0.0398 hartree less stable.